1.
Below is C22H21N6O2V as an isolated structure, with properties calculated with ωB97M-V/def2-TZVPD.

Each line ends with the Mulliken charge.
Geometry (Å):
V1 0.0468 0.1128 0.2269  0.948
C1 4.8525 10.0176 -7.6522  -0.847
O1 5.5460 8.8550 -7.2083  -0.460
C2 4.8630 7.9778 -6.4433  0.964
C3 3.5307 8.1380 -6.0750  -0.705
C4 2.9241 7.1674 -5.2855  -0.704
C5 3.6178 6.0463 -4.8592  0.345
C6 4.9565 5.9037 -5.2376  -0.512
C7 5.5722 6.8541 -6.0172  -0.604
C8 2.9982 4.9993 -4.0301  0.335
N1 3.6054 3.9190 -3.5933  -0.807
C9 2.6546 3.2370 -2.8793  0.629
C10 1.4604 3.8986 -2.8748  0.161
N2 1.6922 5.0340 -3.6171  -0.116
C11 0.2773 3.4120 -2.2272  -0.076
C12 -0.9819 4.0126 -2.2060  -0.351
C13 -2.0233 3.3761 -1.5565  -0.920
C14 -1.8081 2.1723 -0.9103  -0.362
N3 -0.5977 1.5716 -0.8888  -0.128
C15 0.4223 2.1824 -1.5715  0.251
C16 1.6707 1.4776 -1.5577  0.294
N4 1.6710 0.3048 -0.8544  -0.270
C17 2.8040 -0.4149 -0.8554  -0.098
C18 3.9526 -0.0004 -1.5093  -0.894
C19 3.9643 1.2073 -2.1787  -0.381
C20 2.8014 1.9726 -2.2099  0.238
H1 5.5623 10.5920 -8.2363  0.246
H2 4.5113 10.6152 -6.8056  0.346
H3 4.0010 9.7481 -8.2788  0.346
H4 2.9628 8.9999 -6.3922  0.410
H5 1.8831 7.3194 -5.0134  0.212
H6 5.5022 5.0290 -4.9068  0.481
H7 6.6080 6.7526 -6.3162  0.430
H8 1.0280 5.7554 -3.8340  0.179
H9 -1.1518 4.9637 -2.6981  0.445
H10 -3.0126 3.8137 -1.5386  0.425
H11 -2.6085 1.6627 -0.3950  0.443
H12 2.7793 -1.3474 -0.3097  0.439
H13 4.8350 -0.6261 -1.4736  0.421
H14 4.8540 1.5673 -2.6824  0.599
C21 -0.8636 -1.4800 -0.7547  -1.523
H15 -1.8130 -1.7663 -0.2725  0.435
H16 -0.2573 -2.3954 -0.8352  0.390
H17 -1.1111 -1.2003 -1.7816  0.304
N5 -0.2330 -2.5345 2.3341  -0.281
C22 -0.0538 -1.3395 2.9120  0.655
N6 0.1011 -1.2664 4.2339  -0.389
O2 -0.0042 -0.2758 2.2242  -0.693
H18 -0.3580 -3.3704 2.8773  0.215
H19 -0.5020 -2.5531 1.3592  0.120
H20 0.0893 -2.0762 4.8272  0.177
H21 0.2845 -0.3662 4.6409  0.236

Cartesian forces, eV/Å:
V -0.78 -1.27 1.63
C 0.06 -0.13 0.05
O -0.08 0.12 -0.03
C -0.04 0.14 -0.07
C -0.06 -0.12 0.10
C -0.14 0.17 -0.05
C -0.08 -0.26 0.18
C 0.07 -0.09 0.03
C 0.07 -0.09 0.02
C 0.08 0.15 -0.10
N -0.07 -0.09 0.07
C 0.60 -0.38 0.00
C -0.44 0.39 -0.08
N -0.18 0.08 0.00
C 0.15 0.05 -0.18
C -0.12 0.13 -0.05
C -0.07 0.14 -0.06
C 0.59 -0.31 -0.07
N -0.55 1.69 -1.00
C -0.22 -0.17 0.26
C -0.05 -0.20 0.20
N 1.52 0.42 -0.85
C -0.42 0.16 -0.01
C 0.17 0.00 -0.06
C 0.22 -0.03 -0.06
C 0.00 0.14 -0.14
H 0.06 -0.01 -0.02
H 0.00 0.03 0.03
H -0.02 -0.01 -0.03
H -0.01 -0.04 0.03
H 0.09 -0.01 -0.03
H -0.02 0.04 -0.02
H -0.05 0.00 0.02
H 0.01 0.01 -0.01
H 0.01 -0.06 0.03
H 0.04 -0.02 -0.01
H -0.04 -0.06 0.08
H -0.02 -0.05 0.06
H -0.05 0.04 -0.01
H -0.07 -0.02 0.03
C -0.14 -0.29 0.11
H 0.00 -0.02 -0.09
H -0.01 0.03 0.02
H -0.04 -0.04 -0.03
N -0.10 -0.03 -0.04
C 0.05 0.44 -0.43
N 0.03 -0.03 0.24
O 0.02 -0.56 0.31
H -0.01 -0.01 0.02
H 0.05 0.03 0.01
H -0.01 0.00 0.01
H -0.01 0.00 -0.01

Properties
* multiplicity: 4
* total charge: +1
* E_HOMO (alpha / beta): -9.110 / -10.025 eV
* ⟨S²⟩: 3.783

***

2.
Below is C49H50Br4F5N3O11P2SSn as an isolated structure, with properties calculated with ωB97M-V/def2-TZVPD.

Each line ends with the Mulliken charge.
Geometry (Å):
Sn1 -0.5669 -0.6277 0.0624  1.345
C1 -4.0360 3.3346 6.1512  -1.535
C2 -2.9874 3.6756 5.1130  0.595
C3 -3.6011 4.4063 3.9206  -1.232
O1 -2.3609 2.4161 4.7748  -0.382
P1 -1.5391 2.0412 3.4538  0.395
O2 -2.1161 2.4618 2.1734  -0.564
C4 0.0930 2.7935 3.7375  -0.734
P2 1.2072 2.4727 2.3276  -1.256
O3 1.0442 1.1277 1.7554  1.904
O4 1.0117 3.7689 1.4637  -0.355
C5 1.8018 4.1388 0.2796  0.620
C6 2.7278 5.2645 0.6978  -1.582
C7 2.5613 2.9787 -0.3546  -0.802
O5 2.6895 2.6797 2.8970  -0.240
C8 3.4423 1.4998 3.3424  1.937
C9 4.3777 1.9797 4.4328  -1.828
C10 4.1759 0.8568 2.1802  -0.178
O6 -1.3706 0.4955 3.6193  0.008
C11 -0.9115 -0.1908 4.8176  0.794
C12 -2.0715 -0.9627 5.4001  -1.599
C13 0.2366 -1.0861 4.3956  0.205
H1 -4.5304 4.2474 6.4977  0.443
H2 -3.5831 2.8286 7.0075  0.337
H3 -4.7819 2.6674 5.7079  0.339
H4 -2.2227 4.3112 5.5709  0.163
H5 -4.2762 3.7362 3.3799  0.274
H6 -2.8383 4.7381 3.2138  0.261
H7 -4.1597 5.2752 4.2818  0.494
H8 0.5561 2.3833 4.6380  0.461
H9 -0.0506 3.8691 3.8453  0.493
H10 1.0670 4.5210 -0.4201  0.274
H11 3.4264 4.9016 1.4591  0.205
H12 2.1600 6.1023 1.1158  0.376
H13 3.2930 5.6176 -0.1692  0.436
H14 3.3723 2.6474 0.3030  0.115
H15 2.9930 3.3100 -1.3005  0.582
H16 1.9111 2.1260 -0.5593  -0.181
H17 2.7434 0.7690 3.7522  -1.007
H18 5.0877 2.7035 4.0175  0.360
H19 4.9344 1.1336 4.8467  0.380
H20 3.8172 2.4656 5.2380  0.424
H21 4.8838 1.5670 1.7361  0.378
H22 3.4677 0.5288 1.4164  -0.703
H23 4.7274 -0.0203 2.5320  0.476
H24 -0.5756 0.5514 5.5457  0.375
H25 -2.3964 -1.7186 4.6826  0.155
H26 -2.9133 -0.2972 5.6103  0.340
H27 -1.7630 -1.4561 6.3259  0.449
H28 -0.0682 -1.7012 3.5424  -0.004
H29 0.5291 -1.7341 5.2262  0.498
H30 1.1029 -0.5000 4.0783  -0.878
C14 4.5012 -2.6322 -6.1391  -0.908
O7 3.3112 -1.9129 -6.3830  -0.455
C15 2.1580 -2.6413 -6.3502  0.922
C16 0.9718 -1.9255 -6.2247  -0.684
C17 -0.2407 -2.5859 -6.1822  0.102
C18 -0.3087 -3.9838 -6.2910  -0.154
C19 0.8813 -4.6778 -6.4390  -0.506
C20 2.1137 -4.0201 -6.4503  -0.366
N1 -1.5516 -4.6736 -6.4669  -0.735
N2 -2.5703 -4.3560 -5.7875  -0.501
C21 -2.4977 -3.5758 -4.6292  -0.100
C22 -3.5994 -2.7451 -4.3993  -0.235
C23 -3.5972 -1.7468 -3.4491  -1.226
C24 -2.4757 -1.5332 -2.6005  0.233
O8 -2.3543 -0.5533 -1.8280  -0.010
C25 -1.4205 -2.5563 -2.6642  -0.009
N3 -0.4674 -2.4941 -1.7043  0.757
C26 0.4793 -3.4027 -1.6641  -0.337
C27 0.5087 -4.4803 -2.5578  -1.523
C28 -0.4498 -4.5645 -3.5347  -0.613
C29 -1.4313 -3.5559 -3.6548  0.778
H31 5.2879 -1.8941 -6.0097  0.245
H32 4.7613 -3.2861 -6.9782  0.342
H33 4.4239 -3.2338 -5.2289  0.374
H34 1.0231 -0.8449 -6.1371  0.485
H35 -1.1582 -2.0198 -6.0674  0.336
H36 0.8470 -5.7602 -6.5267  0.360
H37 3.0258 -4.6007 -6.5419  0.340
H38 -4.4360 -2.8426 -5.0862  0.368
H39 -4.4404 -1.0744 -3.3386  0.401
H40 1.2235 -3.3038 -0.8761  0.638
H41 1.2705 -5.2439 -2.4552  0.450
H42 -0.4790 -5.4207 -4.1913  0.638
Br1 6.5753 -1.2596 -1.1159  -0.230
C30 4.8607 -1.4004 -0.3143  0.265
C31 4.6941 -2.0397 0.9053  0.002
Br2 6.1887 -2.7467 1.8394  -0.167
C32 3.3978 -2.1450 1.4563  -0.369
Br3 3.1062 -2.9485 3.1539  -0.138
C33 2.2464 -1.6518 0.8150  0.265
O9 1.0458 -1.7772 1.2790  -0.603
C34 2.4357 -0.9199 -0.4178  -0.490
O10 1.4043 -0.3583 -0.9732  -0.437
C35 3.7294 -0.8412 -0.9506  0.301
Br4 3.8844 0.1115 -2.5907  -0.181
C36 -2.8444 2.4312 -1.6534  -1.614
C37 -1.3780 2.3642 -1.9888  0.294
O11 -0.6168 1.6441 -1.3916  -0.380
C38 -0.8227 3.2114 -3.1030  0.771
C39 -1.4284 4.3879 -3.5264  -0.392
C40 -0.8617 5.1345 -4.5527  -0.665
C41 0.3096 4.7013 -5.1633  -0.411
C42 0.9213 3.5265 -4.7380  -0.764
C43 0.3640 2.7903 -3.7019  -0.334
H43 -3.0918 1.5714 -1.0350  0.190
H44 -3.4506 2.4370 -2.5615  0.397
H45 -3.0393 3.3491 -1.0845  0.414
H46 -2.3419 4.7315 -3.0484  0.384
H47 -1.3325 6.0570 -4.8730  0.379
H48 0.7456 5.2802 -5.9694  0.376
H49 1.8349 3.1813 -5.2103  0.437
H50 0.8342 1.8765 -3.3402  0.513
F1 -5.2267 -5.1217 5.5403  -0.356
C44 -4.7237 -4.5606 4.4319  0.670
C45 -5.2862 -3.4268 3.8989  0.182
F2 -6.3292 -2.8617 4.5253  -0.354
C46 -4.7767 -2.8673 2.7466  0.056
F3 -5.3721 -1.7563 2.3135  -0.390
C47 -3.6795 -3.3895 2.0454  0.125
S1 -3.1139 -2.7173 0.5646  -0.405
C48 -3.1286 -4.5319 2.6470  0.070
F4 -2.0701 -5.1168 2.0988  -0.372
C49 -3.6307 -5.1040 3.7985  0.075
F5 -3.0638 -6.2007 4.3185  -0.352

Cartesian forces, eV/Å:
Sn 0.32 -0.47 0.09
C -0.06 -0.06 0.08
C -0.03 -0.03 -0.19
C 0.14 -0.24 -0.06
O -0.27 0.22 0.13
P 0.21 -0.01 -0.28
O 0.00 0.05 0.23
C -0.07 -0.18 -0.49
P 0.30 -0.42 0.30
O -0.21 0.44 -0.01
O -0.03 0.10 -0.39
C 0.28 -0.20 0.12
C 0.01 0.07 0.18
C -0.19 -0.05 0.29
O 0.21 -0.18 0.21
C 0.14 0.03 -0.11
C -0.03 0.13 0.04
C -0.04 0.27 0.02
O -0.10 0.06 0.11
C 0.17 -0.12 -0.13
C -0.22 0.02 -0.09
C -0.08 0.07 -0.06
H 0.03 -0.11 -0.01
H -0.05 0.04 -0.08
H 0.06 0.09 0.07
H 0.10 -0.02 -0.01
H 0.06 0.11 0.07
H -0.10 -0.03 0.05
H 0.06 -0.08 0.01
H -0.01 0.04 -0.01
H 0.10 0.03 0.10
H -0.26 -0.04 -0.10
H -0.05 0.05 -0.12
H 0.07 -0.09 -0.06
H -0.03 -0.02 0.07
H -0.10 0.06 -0.18
H 0.00 0.05 0.02
H -0.01 0.01 -0.04
H -0.11 0.04 0.01
H -0.05 -0.09 0.08
H -0.06 0.09 -0.07
H 0.08 -0.06 -0.06
H -0.02 -0.06 0.08
H 0.17 0.09 0.16
H -0.05 0.18 0.00
H 0.03 0.16 0.01
H -0.05 -0.04 0.03
H 0.08 -0.07 0.01
H -0.02 0.02 -0.08
H 0.12 0.06 0.13
H 0.01 0.03 -0.05
H -0.13 -0.12 -0.03
C 0.09 0.07 0.02
O 0.18 0.00 0.08
C -0.06 -0.09 0.00
C -0.29 0.06 0.04
C 0.05 0.07 -0.21
C 0.18 0.16 -0.25
C 0.02 -0.04 0.02
C -0.04 -0.30 0.00
N -0.17 0.25 0.21
N 0.38 -0.12 0.22
C -0.11 -0.02 0.15
C 0.26 0.00 -0.17
C 0.04 0.09 0.09
C -0.01 0.09 -0.11
O 0.07 -0.10 -0.04
C 0.09 -0.05 0.07
N -0.17 0.17 0.03
C 0.03 0.06 0.17
C -0.10 -0.06 -0.12
C 0.04 0.09 0.21
C -0.19 -0.21 -0.05
H 0.01 0.04 0.01
H -0.02 0.00 -0.02
H -0.02 0.04 0.00
H -0.02 -0.10 0.01
H 0.10 0.01 -0.01
H 0.00 0.09 -0.04
H -0.15 0.05 0.01
H 0.02 -0.04 0.07
H 0.04 -0.05 0.01
H -0.14 -0.03 -0.11
H -0.04 0.04 0.01
H 0.01 -0.02 -0.06
Br -0.08 0.01 0.03
C -0.28 0.03 0.18
C -0.30 0.02 -0.21
Br -0.09 0.04 -0.02
C -0.11 -0.13 -0.25
Br 0.05 0.03 -0.09
C 0.16 -0.13 0.31
O 0.09 -0.05 -0.42
C 0.20 0.11 -0.21
O -0.17 -0.09 0.13
C -0.08 -0.03 0.08
Br 0.00 -0.07 0.06
C 0.10 0.11 0.12
C -0.25 0.06 -0.04
O 0.36 0.17 0.07
C 0.07 -0.05 0.03
C -0.13 0.06 -0.05
C 0.06 0.01 0.03
C -0.06 -0.02 0.06
C -0.02 -0.02 0.07
C 0.10 -0.11 -0.01
H -0.01 0.04 -0.07
H 0.01 0.01 0.06
H 0.01 -0.05 -0.09
H 0.08 -0.08 -0.07
H 0.01 -0.03 0.00
H -0.01 -0.02 0.02
H -0.06 0.03 0.03
H -0.08 0.14 -0.05
F -0.15 -0.19 0.43
C 0.06 0.01 -0.09
C 0.06 0.16 -0.16
F -0.35 0.17 0.16
C 0.21 -0.06 0.07
F -0.27 0.34 -0.16
C -0.06 -0.08 0.00
S 0.01 0.01 0.02
C -0.21 0.22 0.12
F 0.42 -0.31 -0.21
C 0.10 0.10 -0.19
F 0.20 -0.37 0.12

Properties
* total charge: -2
* E_HOMO: -1.817 eV

***

For each record above, in turn, the calculated F_max values are 2.2 0.6 eV/Å.